Entry 1:
# C52H65N13

A cluster of 13 separate species, C52H65N13 in total at a distorted geometry (ωB97M-V with the def2-TZVPD basis set, the OMol25 dataset).

ORCA input file:
```
! RIJCOSX wB97M-V def2-TZVPD def2/J DEFGRID3
* xyz 0 1
N 26.7161 -55.0201 -24.9456
C 26.9611 -53.9375 -25.8031
C 27.8328 -54.5167 -26.8060
C 27.9526 -55.9596 -26.3809
C 27.3308 -56.1848 -25.2269
H 26.2725 -54.8285 -24.0927
H 26.4999 -52.8744 -25.6509
H 28.0709 -53.8910 -27.6453
H 28.4079 -56.9888 -26.8476
H 27.2629 -57.0061 -24.6894
N 25.9409 -52.8362 -31.0424
C 27.2474 -52.9562 -31.4249
C 27.2572 -53.6615 -32.5810
C 25.8197 -54.0522 -32.9034
C 25.0209 -53.3554 -31.9838
H 25.8055 -51.9609 -30.3211
H 28.0677 -52.6097 -30.9019
H 27.9908 -53.9350 -33.0699
H 25.5775 -54.4349 -33.7003
H 24.1338 -52.9327 -32.0028
N 24.2127 -49.7713 -35.1754
C 24.1339 -48.3618 -35.3257
C 25.1559 -47.9014 -34.5882
C 25.8201 -49.0919 -33.8423
C 25.1406 -50.2153 -34.1607
H 23.7189 -50.1990 -35.9781
H 23.5626 -47.7984 -36.0691
H 25.1295 -46.7754 -34.5147
H 26.5253 -48.9702 -33.1041
H 25.2112 -51.2025 -34.0169
N 33.1225 -48.8638 -30.0140
C 33.0355 -47.9480 -29.0689
C 32.1283 -48.3524 -28.2573
C 31.4223 -49.6568 -28.7674
C 32.1311 -49.9602 -29.9032
H 33.5986 -48.9763 -30.7824
H 33.5561 -47.0869 -29.1040
H 31.6327 -47.9154 -27.3486
H 30.4925 -50.2029 -28.3015
H 31.9855 -50.7258 -30.6039
N 30.7973 -47.4408 -31.5361
C 29.4216 -47.3594 -31.5506
C 29.0893 -47.1236 -32.8430
C 30.3242 -46.6018 -33.5663
C 31.3681 -47.0630 -32.7055
H 31.3216 -48.0547 -30.7701
H 28.9469 -47.7254 -30.6992
H 28.0096 -47.0046 -33.2473
H 30.4723 -46.1941 -34.5096
H 32.5188 -47.1111 -32.6583
N 27.4145 -45.8870 -27.4681
C 28.4012 -46.6738 -27.9260
C 29.3848 -45.8448 -28.0727
C 28.9026 -44.4199 -28.0226
C 27.5755 -44.5404 -27.7156
H 26.3893 -46.2926 -27.3342
H 28.1364 -47.7229 -27.8824
H 30.2981 -46.0101 -28.4580
H 29.4521 -43.5141 -28.2202
H 26.8623 -43.7332 -27.7136
N 28.9672 -51.8485 -24.3632
C 29.0821 -51.4097 -25.5844
C 28.5959 -50.1560 -25.7352
C 28.1063 -49.7318 -24.3420
C 28.2871 -50.8570 -23.5835
H 29.3042 -52.6688 -23.9195
H 29.6669 -52.1179 -26.2425
H 28.6128 -49.5293 -26.6288
H 27.6681 -48.7951 -24.3697
H 28.4150 -50.8184 -22.4396
N 20.2310 -49.6184 -26.5290
C 21.0001 -50.7539 -26.6283
C 20.3531 -51.7300 -27.3882
C 19.0721 -51.0700 -27.8364
C 19.0978 -49.8189 -27.2985
H 20.3822 -48.9373 -25.9854
H 22.1232 -50.9203 -26.1361
H 20.6646 -52.7760 -27.4691
H 18.2505 -51.3424 -28.6661
H 18.4826 -48.7961 -27.4408
N 23.9190 -51.1903 -22.8746
C 24.5679 -51.7530 -23.9644
C 23.7724 -52.5660 -24.6717
C 22.3525 -52.4003 -23.9291
C 22.5611 -51.7277 -22.8437
H 24.1798 -50.4792 -22.1500
H 25.5036 -51.5533 -24.3380
H 24.1137 -53.0281 -25.6176
H 21.3550 -52.7836 -24.3518
H 21.8893 -51.3221 -21.9771
N 21.3456 -49.9355 -29.6626
C 21.9595 -48.6968 -29.6949
C 22.5707 -48.5622 -30.9099
C 22.2514 -49.8960 -31.6459
C 21.3946 -50.6509 -30.8559
H 20.7406 -50.2880 -28.8580
H 21.9805 -48.1308 -28.9037
H 23.1861 -47.6261 -31.2701
H 22.8112 -50.0228 -32.6334
H 20.9546 -51.6247 -30.9429
N 24.7156 -48.2918 -27.3236
C 24.4216 -47.0554 -27.7255
C 24.3777 -46.3560 -26.5694
C 24.8311 -47.1346 -25.4561
C 24.9458 -48.4774 -26.0316
H 24.8598 -49.1888 -28.0443
H 24.0314 -46.6266 -28.7542
H 24.1756 -45.3260 -26.3681
H 24.9980 -46.8608 -24.3901
H 25.2183 -49.5271 -25.7000
N 25.7215 -44.0833 -30.4508
C 24.4988 -44.2140 -31.0248
C 24.5007 -45.3722 -31.7708
C 25.8551 -45.9524 -31.5488
C 26.5074 -45.2590 -30.5960
H 26.0709 -43.3362 -29.8731
H 23.7446 -43.5863 -31.0677
H 23.5478 -45.3010 -32.4108
H 26.4464 -46.7727 -31.8586
H 27.4906 -45.3349 -30.3518
N 24.6599 -50.4202 -29.4048
C 25.0864 -51.3497 -28.3430
C 26.4137 -51.0968 -28.2629
C 26.8348 -50.0233 -29.3348
C 25.7137 -49.6972 -29.9705
H 23.6457 -50.5387 -29.6913
H 24.2932 -51.7275 -27.8024
H 27.1241 -51.6134 -27.5554
H 27.9797 -49.7427 -29.5019
H 25.5497 -49.0957 -30.7487
*
```

=====

Entry 2:
# C52H65N13

A cluster of 13 separate species, C52H65N13 in total at a distorted geometry (ωB97M-V with the def2-TZVPD basis set, the OMol25 dataset).

ORCA input file:
```
! RIJCOSX wB97M-V def2-TZVPD def2/J DEFGRID3
* xyz 0 1
N 3.2891 3.4457 1.2248
C 4.5618 4.1326 1.2765
C 5.5022 3.2019 1.5423
C 4.8114 1.8648 1.7922
C 3.5018 2.1372 1.6676
H 2.3812 3.9216 1.2171
H 4.5427 5.1938 1.1878
H 6.4746 3.3952 1.6985
H 5.1331 0.8165 2.0492
H 2.6482 1.3599 1.6810
N 1.6185 2.0056 -5.2720
C 0.7870 2.2924 -4.2135
C 0.4317 3.5993 -4.1912
C 1.0995 4.1706 -5.3481
C 1.8478 3.2120 -5.9986
H 1.9523 1.0319 -5.7411
H 0.6760 1.4719 -3.6055
H -0.1657 3.9026 -3.5557
H 1.0011 5.2323 -5.6465
H 2.5453 3.1457 -6.7009
N 5.4891 -2.1354 2.6763
C 4.4367 -2.7432 1.9397
C 5.0996 -3.0527 0.8052
C 6.5403 -2.7501 0.9343
C 6.6892 -2.1083 2.0494
H 5.3865 -1.6600 3.4534
H 3.3638 -3.0138 2.2772
H 4.7560 -3.6458 0.0260
H 7.3683 -3.1170 0.3244
H 7.3750 -1.6968 2.6333
N -5.3220 2.3860 1.2985
C -5.1531 1.1447 1.7389
C -4.8476 0.3849 0.6484
C -4.9351 1.2744 -0.5442
C -5.1570 2.5555 -0.0050
H -5.6001 3.0985 1.9464
H -5.4688 0.9949 2.7833
H -4.6979 -0.9201 0.6601
H -4.7778 1.0619 -1.4876
H -5.2689 3.4944 -0.3906
N 0.6105 -0.3850 -0.4902
C 0.4401 -0.9369 0.7748
C -0.9033 -1.1339 0.8902
C -1.5441 -0.6619 -0.3912
C -0.5597 -0.0862 -1.0321
H 1.5944 -0.3095 -1.0083
H 1.4263 -1.1147 1.2900
H -1.4366 -1.4294 1.8511
H -2.6753 -0.3692 -0.6274
H -0.4756 0.2075 -2.0565
N -3.0574 3.0176 -3.8056
C -3.4128 4.2371 -4.2354
C -3.1811 5.1291 -3.1916
C -2.6286 4.3782 -2.1369
C -2.6180 3.0286 -2.4939
H -3.2162 2.2047 -4.3815
H -4.0168 4.5348 -5.1587
H -3.4152 6.1000 -3.2363
H -2.1475 4.7771 -1.0900
H -2.2994 2.2373 -2.0125
N 1.0000 0.4698 6.3579
C 0.6410 -0.9181 6.5406
C 0.1893 -1.2004 5.2628
C 0.0751 -0.0380 4.3346
C 0.6748 0.9353 5.0994
H 1.3704 1.0514 7.1458
H 0.9826 -1.5612 7.1941
H 0.0445 -2.2481 4.7896
H -0.4541 0.1739 3.4424
H 0.6642 2.1267 5.0500
N -0.8768 -4.5119 3.1022
C 0.0407 -4.6198 2.1489
C 1.1287 -5.0897 2.6889
C 0.8697 -5.4918 4.0824
C -0.4687 -5.1255 4.3327
H -1.7518 -4.0106 2.9847
H -0.2474 -4.0794 1.2195
H 1.9678 -5.1869 2.2845
H 1.4119 -6.0208 4.8787
H -1.2066 -5.1847 4.9943
N 0.8906 4.7651 0.4861
C 0.5546 3.5369 -0.0144
C -0.3366 2.8930 0.7942
C -0.4750 3.8494 1.9963
C 0.2362 4.9864 1.6264
H 1.1204 5.6123 0.0642
H 0.7387 3.2961 -0.9967
H -0.8358 1.8755 0.6255
H -1.1666 3.6866 2.7787
H 0.2638 5.9648 2.1000
N -4.0783 -4.3393 2.5897
C -3.7268 -2.9958 2.4299
C -3.7353 -2.4234 3.6236
C -4.0277 -3.4592 4.5998
C -4.2787 -4.6348 3.9732
H -4.2136 -5.0488 1.8693
H -3.5417 -2.7455 1.3363
H -3.4620 -1.2884 3.6845
H -3.9892 -3.4772 5.5089
H -4.5072 -5.6158 4.2949
N 3.5955 0.8343 -1.1961
C 3.0356 0.9381 -2.3572
C 2.7200 -0.2892 -2.8966
C 3.2227 -1.2886 -1.7798
C 3.7472 -0.5333 -0.7854
H 3.7868 1.6200 -0.6291
H 2.8205 2.0181 -2.9482
H 2.2645 -0.7089 -3.7363
H 3.4914 -2.3820 -1.7410
H 4.0645 -0.9443 0.1239
N -4.3457 0.9575 -5.3266
C -3.2939 1.2315 -6.2125
C -2.2407 0.5282 -5.7026
C -2.7117 -0.3828 -4.6073
C -4.0239 -0.0437 -4.3451
H -5.3966 1.3835 -5.3146
H -3.3179 1.8563 -7.0503
H -1.2700 0.5913 -6.0792
H -2.1326 -1.0915 -4.0283
H -4.5576 -0.3947 -3.4629
N 0.3115 -3.1118 -1.2888
C -0.2840 -3.6178 -2.3563
C 0.2669 -4.8050 -2.5995
C 1.5456 -4.9213 -1.8063
C 1.3884 -3.9444 -0.8260
H 0.1705 -2.1584 -0.7350
H -1.1747 -3.0910 -2.4648
H -0.0607 -5.6428 -3.4314
H 2.2360 -5.4389 -1.9366
H 2.2583 -3.5867 -0.0740
*
```

=====

Entry 3:
# C52H66BrN10OSSbTi

A structure of composition C52H66BrN10OSSbTi at a distorted geometry (ωB97M-V with the def2-TZVPD basis set, the OMol25 dataset).

ORCA input file:
```
! RIJCOSX wB97M-V def2-TZVPD def2/J DEFGRID3
* xyz 2 1
Ti 0.2605 -0.6815 -0.3761
C -4.5265 0.2508 4.0421
C -3.7243 -0.1320 2.8356
C -3.9419 0.4851 1.6015
C -3.1753 0.1556 0.5038
C -2.1696 -0.8100 0.6030
N -1.5078 -1.2930 -0.5586
C -2.1944 -2.1889 -1.3771
C -3.3054 -2.9088 -0.9275
C -3.9433 -3.8172 -1.7494
C -3.4968 -4.0672 -3.0466
C -4.1940 -5.0548 -3.9364
C -2.3911 -3.3590 -3.4935
C -1.7649 -2.4181 -2.6830
N -0.6977 -1.6520 -3.2204
C -0.5237 -1.3147 -4.5084
C 0.6638 -0.6222 -4.6137
C 1.1592 -0.5729 -3.3182
N 0.3306 -1.1953 -2.4683
C -1.9187 -1.3887 1.8497
C -2.6984 -1.0625 2.9490
N -0.8560 -2.3144 1.9788
C -0.7022 -3.2741 2.9103
C 0.5634 -3.7934 2.7734
C 1.1314 -3.0731 1.7235
N 0.2714 -2.1818 1.2349
H -5.4804 0.6918 3.7604
H -4.7159 -0.6093 4.6829
H -3.9808 0.9898 4.6338
H -4.7222 1.2289 1.5083
H -3.3492 0.6164 -0.4580
H -3.6720 -2.7493 0.0776
H -4.8015 -4.3566 -1.3696
H -4.6975 -5.8222 -3.3514
H -4.9495 -4.5565 -4.5460
H -3.4943 -5.5444 -4.6121
H -2.0027 -3.5488 -4.4861
H -1.2505 -1.5866 -5.2534
H 1.0997 -0.2030 -5.5024
H 2.0537 -0.1048 -2.9442
H -2.4934 -1.5065 3.9129
H -1.5016 -3.5260 3.5854
H 1.0116 -4.5807 3.3517
H 2.1199 -3.1423 1.3038
Br -3.7191 6.8028 0.8531
C -2.5347 6.6541 -0.6084
C -2.9975 6.8886 -1.8945
C -2.1159 6.7754 -2.9565
C -0.8040 6.3731 -2.7357
C -0.3364 6.1817 -1.4403
C -1.2047 6.3325 -0.3736
N 0.0141 6.2807 -3.9109
N 0.7514 5.3162 -4.1161
C 0.7721 4.1942 -3.2190
C 1.9291 3.9023 -2.5518
C 1.9970 2.8062 -1.6689
C 0.9060 1.9939 -1.5144
O 0.9250 0.9340 -0.6668
C -0.2876 2.2247 -2.2556
N -1.3149 1.3608 -2.0771
C -2.3947 1.5389 -2.7946
C -2.5469 2.5747 -3.7390
C -1.5286 3.4671 -3.9036
C -0.3493 3.3227 -3.1363
H -4.0253 7.1784 -2.0605
H -2.4359 6.9917 -3.9674
H 0.7023 5.9451 -1.2519
H -0.8507 6.2077 0.6400
H 2.7878 4.5490 -2.6756
H 2.9038 2.6129 -1.1156
H -3.2021 0.8261 -2.6444
H -3.4592 2.6525 -4.3130
H -1.6108 4.2702 -4.6233
C 3.3083 -5.3065 -1.4875
N 2.6097 -4.0183 -1.4826
C 1.1705 -4.1573 -1.3406
C 3.2719 -2.8501 -1.4307
S 2.7433 -1.4120 -0.6043
N 4.4760 -2.7769 -2.0135
C 5.4519 -1.7421 -1.6781
C 4.8112 -3.5187 -3.2306
H 2.8704 -5.9211 -0.7004
H 4.3611 -5.1690 -1.2699
H 3.1939 -5.8306 -2.4365
H 0.7614 -4.6292 -2.2370
H 0.7061 -3.1892 -1.2160
H 0.9344 -4.7852 -0.4800
H 5.3612 -1.4492 -0.6377
H 5.3190 -0.8643 -2.3134
H 6.4441 -2.1574 -1.8464
H 3.9208 -3.9711 -3.6558
H 5.5648 -4.2845 -3.0486
H 5.2126 -2.8030 -3.9480
C -0.3726 -0.4828 5.3275
C 0.9491 0.2637 5.1495
C 0.9973 1.4330 6.1299
C 2.0762 -0.7164 5.4759
Sb 1.1278 0.8585 3.0356
C 0.0448 2.7728 2.9632
C -0.2173 3.0978 1.4925
C 0.7632 3.9511 3.6116
C -1.3108 2.5605 3.6342
C 3.2567 1.3768 2.8736
C 4.0365 0.0732 2.6850
C 3.8477 2.1489 4.0471
C 3.4042 2.1910 1.5911
H -0.5040 -0.7389 6.3835
H -0.3639 -1.4190 4.7644
H -1.2395 0.1020 5.0180
H 1.0111 1.0351 7.1500
H 0.1205 2.0768 6.0512
H 1.8846 2.0530 6.0111
H 1.8762 -1.1759 6.4491
H 3.0458 -0.2254 5.5481
H 2.1507 -1.5243 4.7420
H 0.7013 3.2812 0.9351
H -0.8283 4.0047 1.4316
H -0.7718 2.3008 0.9870
H 1.6940 4.1942 3.0982
H 0.9880 3.7842 4.6649
H 0.1221 4.8372 3.5506
H -1.8409 1.7040 3.2060
H -1.9351 3.4456 3.4704
H -1.2314 2.4163 4.7119
H 4.0241 -0.5591 3.5710
H 5.0843 0.3132 2.4728
H 3.6562 -0.5102 1.8441
H 3.8649 1.5586 4.9633
H 3.3218 3.0808 4.2498
H 4.8873 2.4036 3.8140
H 3.0055 1.6393 0.7373
H 4.4660 2.3827 1.4003
H 2.9015 3.1581 1.6450
*
```

=====

| no. | Kohn-Sham gap (eV) |
| --- | --- |
| 1 | 8.5 |
| 2 | 8.5 |
| 3 | 6.1 |